Entry from OMol25: 11 unconnected molecules or ions with the total composition C15H48O11 at a distorted geometry (ωB97M-V/def2-TZVPD).

Element x y z (Å)
C -3.06209 -1.88658 -0.39912
O -1.93170 -2.62619 0.00219
H -3.37573 -2.29513 -1.38390
H -3.91945 -2.03174 0.26604
H -2.78755 -0.83300 -0.55508
H -1.90364 -2.68382 0.96691
C -1.77667 2.23954 -4.28008
O -0.40018 2.62665 -4.50462
H -1.99436 1.45945 -5.00201
H -1.95601 1.76847 -3.33213
H -2.50274 3.12879 -4.40439
H -0.20203 3.38830 -3.91022
C -3.48211 2.11441 -0.17401
O -2.24793 2.08416 0.46106
H -4.23245 2.50823 0.53787
H -3.49964 2.75252 -1.08527
H -3.81421 1.13790 -0.46122
H -1.70044 1.51097 -0.11582
C 0.34053 -4.25039 -2.06601
O 0.76393 -2.95980 -1.57641
H -0.60278 -4.51637 -1.61816
H 0.26093 -4.21374 -3.16618
H 1.07963 -5.00088 -1.81206
H -0.03106 -2.58636 -1.18049
C 2.35012 -0.12691 -3.19033
O 1.08872 0.49359 -3.16817
H 3.05966 0.48534 -2.59890
H 2.16535 -1.14118 -2.85254
H 2.75811 -0.23087 -4.21629
H 1.04097 1.32566 -3.72824
C 2.01901 -4.17587 2.08029
O 0.86878 -3.67185 1.36201
H 2.84517 -3.48918 1.94778
H 1.76697 -4.19408 3.11917
H 2.22311 -5.18322 1.64707
H 1.07506 -3.30314 0.50999
C -1.60155 -3.59358 4.15862
O -1.37476 -3.02941 2.82883
H -1.02822 -3.11650 4.95818
H -2.66477 -3.42847 4.36391
H -1.34076 -4.62217 4.04438
H -0.44072 -3.20387 2.57405
C 3.63361 0.55988 0.37460
O 3.38375 -0.77551 0.80046
H 4.09289 1.11023 1.20601
H 4.28001 0.63560 -0.49700
H 2.68771 1.04443 0.21743
H 2.99968 -1.23085 0.05310
C 0.15344 -0.27841 0.00844
O -0.64368 0.32743 -1.01325
H -0.40637 -0.99063 0.59746
H 1.00145 -0.84660 -0.41784
H 0.59930 0.48494 0.69277
H -0.08678 0.36747 -1.80159
C -0.67184 5.02353 -0.99589
C 0.57344 4.45479 -1.61595
O 0.62007 4.19415 -2.81327
C 1.84329 4.23121 -0.80315
H -0.46017 6.00861 -0.61009
H -0.98706 4.49180 -0.08688
H -1.38641 4.96834 -1.77766
H 2.49579 3.65793 -1.44542
H 1.70201 3.76635 0.16950
H 2.15880 5.28360 -0.63443
C 1.16170 0.11120 3.49028
C 0.28514 1.32497 3.31552
O 0.73626 2.37123 2.91489
C -1.16222 1.03539 3.64649
H 0.72950 -0.77981 3.03723
H 1.25649 -0.13936 4.57178
H 2.14928 0.20261 3.04433
H -1.86011 1.85680 3.38876
H -1.27449 0.84283 4.72813
H -1.43693 0.05615 3.20854

Summary:
charge	0
structure (SMILES)	CC(C)=O.CC(C)=O.CO.CO.CO.CO.CO.CO.CO.CO.CO
energy above the lowest of the compared OMol25 structures with the same formula, charge and spin	0.0	kcal per mole
energy	-38852.55477	eV